*a*
47
Properties=species:S:1:pos:R:3 method="wB97M-V/def2-TZVPD" mol_weight_g_mol=287.23 lumo_ev="4.602 / 4.571" e_homo_ev="2.7 / -3.7" homo_lumo_gap_ev="1.92 / 8.29" multiplicity=2 total_charge=-2
O 0.135 -0.990 0.438
H 2.935 -3.500 -0.810
H -2.695 -0.538 2.735
O 2.780 0.516 0.358
H 2.241 0.090 -0.293
H -0.194 -1.746 -0.245
O -0.891 0.581 -1.365
H -1.182 1.482 -1.594
H -0.055 -0.199 -0.267
O -2.517 -1.891 -0.481
H -2.199 -1.066 -0.016
H -2.587 -1.590 -1.473
O 0.753 3.032 1.441
H 0.428 2.138 1.183
H -3.716 -1.037 -4.755
O -1.066 -4.821 -0.529
H -1.611 -5.053 0.216
H -1.056 -3.900 -0.784
O -1.797 0.737 5.681
H -0.887 0.738 6.085
H -1.689 1.122 4.806
O -0.821 -0.961 -3.224
H -0.897 -0.395 -2.299
H 0.041 -1.202 -3.509
O 3.360 2.642 3.228
H 3.224 2.154 2.414
O 2.773 2.960 -1.543
H 1.923 3.254 -1.949
H 3.453 3.213 -2.279
O -1.832 -0.755 2.383
H -1.927 -0.839 1.333
H 0.305 3.209 2.216
O -2.780 -0.877 -4.829
H -3.462 2.593 -0.295
H -2.300 -1.193 -3.983
O 0.663 -0.540 3.297
H 0.676 -0.008 2.491
H -0.133 -1.100 2.850
O 2.158 -2.980 -1.086
H 3.659 -0.097 -4.053
H 1.994 -2.229 -0.468
O 4.217 0.099 -3.340
H 3.616 -0.180 -2.690
H 2.460 2.443 3.717
O -3.738 2.729 0.583
H 2.924 1.363 0.098
H -4.688 2.594 0.604

---

*b*
47
Properties=species:S:1:pos:R:3 method="wB97M-V/def2-TZVPD" mol_weight_g_mol=287.23 lumo_ev="4.222 / 4.362" e_homo_ev="2.4 / -3.2" homo_lumo_gap_ev="1.77 / 7.57" multiplicity=2 total_charge=-2
O -1.842 -5.919 -0.972
H -0.399 1.581 5.656
H -4.143 0.282 3.506
O -2.919 3.963 0.729
H -1.446 -5.354 -0.203
H -2.447 -5.146 -1.304
O 3.639 3.423 -1.011
H -2.914 3.045 0.707
H -3.779 0.989 2.187
O -4.410 0.406 2.577
H -0.707 -1.630 1.081
H -2.415 4.217 1.483
O -0.105 0.788 5.184
H 2.101 -2.095 -2.340
H 1.672 1.302 0.226
O 0.358 -1.539 -4.689
H -0.413 -0.756 -4.696
H 0.384 -2.060 -4.095
O 0.045 -4.242 0.696
H -0.565 -3.429 0.838
H 0.831 -3.974 0.187
O 0.704 2.791 2.335
H 0.580 2.571 1.332
H 2.988 3.153 -0.377
O 3.277 -1.166 1.552
H 3.034 -0.799 2.429
O 2.123 -1.660 -1.435
H -0.600 0.134 5.807
H 1.358 -1.844 -0.900
O 2.450 1.122 -3.257
H 3.395 3.142 -1.907
H 2.654 0.723 -2.570
O 2.527 1.224 -0.224
H -0.529 2.581 -4.766
H -2.390 0.467 0.393
O -0.855 -1.023 2.127
H 1.852 1.693 -3.407
H -1.564 -1.789 -0.468
O -2.413 1.096 -0.409
H 2.847 0.424 0.229
H -2.694 0.550 -1.104
O -0.746 -2.156 -0.085
H 2.920 -2.056 1.295
H -0.194 2.797 2.536
O -0.154 2.309 -3.798
H -1.655 -1.143 2.633
H 0.557 3.006 -3.708

---

*a* is preferred energetically. Next in line: 3.324 eV higher.

---

*a*
9
Properties=species:S:1:pos:R:3 method="wB97M-V/def2-TZVPD" mol_weight_g_mol=128.56 lumo_ev=3.266 e_homo_ev=-3.4 homo_lumo_gap_ev=6.71 multiplicity=1 total_charge=-1
C 0.807 -0.588 1.199
N 1.933 -0.692 0.700
O -1.503 0.319 -2.935
O -1.319 0.230 -0.468
S -1.894 0.938 -1.666
Cl 0.351 -1.239 2.767
H -0.143 -0.143 0.689
H 2.620 -1.363 1.252
H -0.852 2.538 -1.538

---

*b*
9
Properties=species:S:1:pos:R:3 method="wB97M-V/def2-TZVPD" mol_weight_g_mol=128.56 lumo_ev=3.686 e_homo_ev=-4.1 homo_lumo_gap_ev=7.81 multiplicity=1 total_charge=-1
C 0.994 0.867 1.933
N 1.741 -1.030 0.390
O 3.096 0.508 -0.455
O 2.287 1.003 1.821
S 3.053 -0.284 0.744
Cl 1.623 -2.531 1.572
H 0.855 0.202 0.989
H 0.910 0.325 2.839
H 0.147 1.814 1.887

---

*a* is preferred energetically. Next in line: 1.940 eV higher.

---

*a*
31
Properties=species:S:1:pos:R:3 method="wB97M-V/def2-TZVPD" mol_weight_g_mol=200.28 lumo_ev="-3.949 / -7.590" e_homo_ev="-11.6 / -11.6" homo_lumo_gap_ev="7.68 / 4.03" multiplicity=2 total_charge=+1
C 0.044 3.107 0.862
C -2.851 1.984 -1.356
C -3.523 1.136 -0.515
C -1.722 2.655 -0.903
C -1.174 2.393 0.334
C -3.052 0.924 0.777
C -1.816 1.433 1.123
H -3.220 2.307 -2.317
H -4.392 0.576 -0.844
H -1.338 3.454 -1.528
H -3.602 0.386 1.539
H 0.975 2.546 0.749
H -0.151 3.522 1.847
H -1.394 1.116 2.081
H 0.247 3.955 0.194
C 4.029 -1.204 1.423
C 0.493 -2.032 -0.738
C 0.426 -1.090 0.331
C 1.758 -2.483 -1.234
C 1.567 -0.904 1.046
C 2.892 -2.153 -0.608
C 2.808 -1.430 0.624
O -0.625 -2.287 -1.419
H -0.528 -0.565 0.419
H -0.928 -3.213 -1.309
H 1.666 -3.039 -2.160
H 1.421 -0.430 2.009
H 3.860 -2.425 -0.998
H 3.941 -1.777 2.356
H 4.195 -0.162 1.688
H 4.894 -1.585 0.885

---

*b*
31
Properties=species:S:1:pos:R:3 method="wB97M-V/def2-TZVPD" mol_weight_g_mol=200.28 lumo_ev="-3.816 / -7.474" e_homo_ev="-11.4 / -11.4" homo_lumo_gap_ev="7.55 / 3.88" multiplicity=2 total_charge=+1
C -0.194 4.052 -2.018
C -1.515 2.711 1.245
C -0.990 3.559 0.261
C -1.366 1.356 1.076
C -0.547 3.059 -1.017
C -0.944 0.811 -0.162
C -0.562 1.672 -1.172
O -1.767 0.476 1.985
H -1.560 3.196 2.196
H -0.882 4.606 0.514
H -2.260 0.927 2.687
H -0.702 -0.255 -0.296
H 0.411 4.878 -1.637
H -1.177 4.532 -2.337
H -0.219 1.307 -2.129
H 0.141 3.780 -2.997
C 1.135 -3.122 -2.368
C 0.537 -3.701 -0.012
C 1.138 -2.772 -0.875
C 0.467 -3.354 1.319
C 0.916 -2.083 1.753
C 1.936 -1.735 -0.392
C 1.787 -1.327 0.937
H 0.102 -4.561 -0.481
H 0.129 -4.051 2.092
H 1.850 -3.976 -2.609
H 1.430 -2.270 -2.995
H 0.660 -1.795 2.763
H 2.486 -1.101 -1.055
H 2.293 -0.536 1.416
H 0.212 -3.652 -2.661

---

*a* is preferred energetically. Next in line: 0.214 eV higher.

---

*a*
31
Properties=species:S:1:pos:R:3 method="wB97M-V/def2-TZVPD" mol_weight_g_mol=200.28 lumo_ev="-3.653 / -7.219" e_homo_ev="-12.1 / -12.1" homo_lumo_gap_ev="8.45 / 4.88" multiplicity=2 total_charge=+1
C 0.569 -2.416 -4.421
C -0.010 -0.541 -1.195
C -0.284 -0.915 -2.462
C 1.262 -0.718 -0.585
C 0.741 -1.610 -3.180
C 2.357 -1.010 -1.427
C 2.080 -1.574 -2.663
O 1.418 -0.462 0.688
H -0.820 -0.091 -0.631
H -1.249 -0.713 -2.903
H 0.689 0.100 1.025
H 3.382 -0.934 -1.103
H 1.408 -2.284 -5.100
H -0.413 -2.177 -4.830
H 2.917 -2.021 -3.177
H 0.578 -3.487 -4.183
C -1.177 -0.801 2.350
C -1.721 1.461 1.531
C -1.021 0.675 2.483
C -1.559 2.844 1.474
C -0.267 1.334 3.431
C -0.722 3.462 2.392
C -0.078 2.704 3.348
H -2.327 0.981 0.776
H -2.113 3.392 0.723
H -0.246 -1.259 2.037
H -2.007 -1.134 1.722
H 0.196 0.749 4.219
H -0.667 4.543 2.403
H 0.569 3.259 4.018
H -1.486 -1.360 3.243

---

*b*
31
Properties=species:S:1:pos:R:3 method="wB97M-V/def2-TZVPD" mol_weight_g_mol=200.28 lumo_ev="-3.581 / -7.247" e_homo_ev="-11.9 / -11.9" homo_lumo_gap_ev="8.35 / 4.69" multiplicity=2 total_charge=+1
C 2.918 0.365 1.835
C 0.631 0.210 2.885
C 1.661 -0.393 2.174
C -0.515 -0.506 3.245
C -0.619 -1.846 2.969
C 1.505 -1.736 1.842
C 0.395 -2.457 2.231
H 0.649 1.287 3.048
H -1.333 0.031 3.707
H 3.750 -0.323 1.656
H 3.226 0.976 2.683
H -1.502 -2.476 3.096
H 2.262 -2.240 1.254
H 0.283 -3.486 1.915
H 2.844 1.030 0.978
C -1.923 -1.144 -0.334
C -0.407 0.814 -0.754
C -1.260 -0.201 -1.256
C 0.065 1.771 -1.582
C -0.295 1.715 -2.975
C -1.535 -0.271 -2.648
C -1.051 0.660 -3.514
O 0.120 2.649 -3.795
H -0.083 0.734 0.274
H 0.756 2.570 -1.319
H -2.143 -0.575 0.569
H -1.207 -1.909 0.017
H -2.133 -1.084 -3.046
H 0.888 3.169 -3.503
H -1.274 0.565 -4.573
H -2.789 -1.643 -0.747

---

*b* is preferred energetically. Next in line: 0.350 eV higher.

---

*a*
28
Properties=species:S:1:pos:R:3 method="wB97M-V/def2-TZVPD" mol_weight_g_mol=163.14 lumo_ev="-6.540 / -13.988" e_homo_ev="-16.8 / -16.8" homo_lumo_gap_ev="10.24 / 2.77" multiplicity=2 total_charge=+2
O -1.279 0.444 -3.524
H -4.364 -0.639 -1.087
H 0.775 0.238 -3.071
O 3.397 -1.798 0.579
H 2.883 -1.162 -0.045
O -3.665 1.552 1.499
H 0.712 -1.952 2.159
H -4.164 1.325 2.318
O -0.104 0.946 -0.171
H -2.813 1.771 1.947
H 3.074 -2.695 0.358
O 3.003 0.464 -0.542
H -3.418 0.303 -0.354
H 2.088 0.299 -0.868
O -3.493 -0.646 -0.617
H 0.071 1.781 -0.635
H 3.296 0.045 -1.385
O -1.027 1.168 3.124
H -1.596 -0.442 -3.727
H -0.339 0.729 2.617
O 1.555 -2.425 2.172
H -0.094 1.284 0.736
H -0.586 1.502 3.925
O 1.558 0.791 -3.142
H 1.418 -3.002 2.940
H 3.084 -1.646 1.551
H -1.676 0.731 -2.696
H 1.703 1.033 -4.061

---

*b*
28
Properties=species:S:1:pos:R:3 method="wB97M-V/def2-TZVPD" mol_weight_g_mol=163.14 lumo_ev="-7.387 / -14.923" e_homo_ev="-17.1 / -17.1" homo_lumo_gap_ev="9.76 / 2.22" multiplicity=2 total_charge=+2
O 0.727 2.315 -0.902
H -1.496 -0.623 1.005
H -0.238 -4.078 1.323
O -1.153 -2.721 -2.652
H -1.532 -3.158 -1.926
O -0.956 3.941 -1.130
H 0.605 -1.107 -1.467
H -1.755 4.138 -1.578
O 1.036 -1.668 -0.141
H -0.505 4.768 -1.319
H -1.460 -2.316 -3.404
O 1.805 -1.373 2.818
H -0.411 0.391 0.561
H 2.226 -0.874 3.565
O -1.130 -0.329 0.193
H 1.004 -2.715 -0.223
H 0.864 -0.976 2.863
O 0.212 2.770 1.891
H 0.647 2.786 -1.725
H 0.115 3.612 1.365
O 0.211 -0.310 -2.253
H 0.171 -1.464 0.251
H -0.534 2.851 2.529
O 0.126 -3.245 1.750
H -0.739 -0.307 -1.919
H 0.649 0.482 -1.740
H 0.597 2.351 -0.058
H 0.915 -3.141 2.323

---

*a* is preferred energetically. Next in line: 3.002 eV higher.

---

*a*
11
Properties=species:S:1:pos:R:3 method="wB97M-V/def2-TZVPD" mol_weight_g_mol=132.21 lumo_ev=-0.561 smiles="S=C1SC[C@@H]2O[C@@H]12" e_homo_ev=-8.9 homo_lumo_gap_ev=8.33 multiplicity=1
S -2.381 -0.394 0.081
C -0.735 -0.126 -0.075
S 0.060 1.551 -0.022
C 1.769 0.878 -0.031
C 1.497 -0.554 0.525
O 1.532 -1.867 -0.037
C 0.491 -0.969 -0.456
H 2.238 0.870 -1.080
H 2.483 1.484 0.467
H 1.398 -0.626 1.701
H 0.622 -0.674 -1.508

---

*b*
11
Properties=species:S:1:pos:R:3 method="wB97M-V/def2-TZVPD" mol_weight_g_mol=132.21 lumo_ev="-0.210 / -0.209" e_homo_ev="-8.0 / -8.0" homo_lumo_gap_ev="7.80 / 7.80" multiplicity=1
C -1.355 -0.138 0.030
C -1.160 0.801 -0.901
C 1.021 -0.154 -0.007
C -0.161 -0.784 0.674
O 3.237 0.663 -0.732
S 0.522 1.125 -1.196
S 2.688 -0.384 0.126
H -2.342 -0.295 0.634
H -2.009 1.330 -1.157
H -0.352 -0.354 1.665
H -0.088 -1.810 0.863

---

*c*
11
Properties=species:S:1:pos:R:3 method="wB97M-V/def2-TZVPD" mol_weight_g_mol=132.21 lumo_ev=0.643 e_homo_ev=-8.5 homo_lumo_gap_ev=9.16 multiplicity=1
C 0.802 -0.552 -0.498
C 0.998 0.781 0.067
C -0.613 -1.015 -0.431
C -0.983 1.001 0.596
O -1.522 -0.140 0.117
S 0.510 -1.887 0.714
S -0.115 2.055 -0.537
H 1.398 -0.846 -1.355
H 1.662 1.000 0.883
H -1.050 -1.643 -1.195
H -1.088 1.245 1.639

---

*b* is preferred energetically. Next in line: 0.843 eV higher.

---

*a*
9
Properties=species:S:1:pos:R:3 method="wB97M-V/def2-TZVPD" mol_weight_g_mol=89.52 lumo_ev="0.616 / 0.354" e_homo_ev="-7.7 / -7.3" homo_lumo_gap_ev="8.28 / 7.66" multiplicity=1
C -0.826 1.484 0.036
C 1.175 -0.776 -0.178
C -1.138 0.270 -0.138
N 1.165 -1.935 0.125
Cl -2.565 -0.493 0.010
H -1.505 2.296 -0.034
H 0.138 1.907 0.241
H 1.830 -0.003 -0.517
H 1.726 -2.751 0.454

---

*b*
9
Properties=species:S:1:pos:R:3 method="wB97M-V/def2-TZVPD" mol_weight_g_mol=89.52 lumo_ev=0.567 smiles=N#CCCCl e_homo_ev=-10.8 homo_lumo_gap_ev=11.38 multiplicity=1
N 2.151 -1.290 0.843
C 1.435 -0.610 0.257
C 0.515 0.116 -0.503
C -1.033 0.389 0.282
Cl -1.923 -1.264 0.277
H 0.700 1.161 -0.632
H 0.458 -0.341 -1.408
H -1.643 1.075 -0.362
H -0.660 0.763 1.245

---

*b* is preferred energetically. Next in line: 4.344 eV higher.

---

*a*
42
Properties=species:S:1:pos:R:3 method="wB97M-V/def2-TZVPD" mol_weight_g_mol=287.36 lumo_ev=0.558 smiles="CCOC(=O)C(NC(=O)c1ccccc1)=C1CCCCC1" e_homo_ev=-8.4 homo_lumo_gap_ev=8.96 multiplicity=1
C 2.438 3.447 -2.579
C 1.092 2.752 -2.500
O 1.186 1.689 -1.550
C 0.136 0.878 -1.479
O -0.797 0.880 -2.239
C 0.302 -0.152 -0.387
N -0.553 0.063 0.697
C -1.143 1.268 0.939
O -0.914 2.251 0.261
C -2.062 1.289 2.110
C -2.809 0.181 2.499
C -3.661 0.269 3.586
C -3.772 1.455 4.292
C -3.042 2.565 3.900
C -2.197 2.485 2.810
C 1.133 -1.191 -0.504
C 1.940 -1.435 -1.745
C 1.487 -2.751 -2.387
C 1.618 -3.903 -1.396
C 0.814 -3.616 -0.132
C 1.275 -2.298 0.502
H 2.382 4.272 -3.284
H 3.204 2.749 -2.907
H 2.713 3.831 -1.602
H 0.306 3.436 -2.162
H 0.794 2.336 -3.470
H -0.690 -0.694 1.349
H -2.759 -0.742 1.939
H -4.245 -0.592 3.879
H -4.436 1.516 5.142
H -3.136 3.494 4.443
H -1.627 3.341 2.481
H 1.826 -0.618 -2.455
H 2.998 -1.512 -1.479
H 2.087 -2.953 -3.276
H 0.445 -2.652 -2.698
H 1.267 -4.830 -1.855
H 2.670 -4.038 -1.133
H 0.934 -4.433 0.584
H -0.246 -3.540 -0.386
H 0.714 -2.107 1.418
H 2.329 -2.389 0.776

---

*b*
42
Properties=species:S:1:pos:R:3 method="wB97M-V/def2-TZVPD" mol_weight_g_mol=287.36 lumo_ev=0.706 smiles="CCCn1c(CCC(=O)O)ccc1-c1ccc(OC)cc1" e_homo_ev=-7.5 homo_lumo_gap_ev=8.17 multiplicity=1
C 1.194 2.493 -1.750
C 0.342 1.240 -1.903
C 0.977 0.008 -1.247
N 1.102 0.169 0.180
C 2.210 0.589 0.862
C 3.585 0.703 0.290
C 4.432 -0.539 0.614
C 4.016 -1.733 -0.204
O 3.657 -1.706 -1.352
O 4.108 -2.872 0.491
C 1.850 0.815 2.170
C 0.475 0.557 2.281
C 0.035 0.158 1.041
C -1.323 -0.234 0.667
C -1.605 -1.472 0.089
C -2.897 -1.825 -0.229
C -3.956 -0.953 0.031
O -5.195 -1.400 -0.328
C -6.303 -0.573 -0.076
C -3.689 0.273 0.629
C -2.386 0.619 0.940
H 0.692 3.349 -2.194
H 2.154 2.367 -2.246
H 1.372 2.708 -0.699
H 0.192 1.024 -2.963
H -0.639 1.409 -1.453
H 1.961 -0.188 -1.676
H 0.347 -0.859 -1.453
H 3.561 0.839 -0.790
H 4.071 1.574 0.733
H 4.363 -0.795 1.671
H 5.480 -0.340 0.372
H 3.853 -3.630 -0.058
H 2.505 1.137 2.955
H -0.124 0.626 3.168
H -0.805 -2.178 -0.087
H -3.121 -2.782 -0.674
H -6.421 -0.372 0.994
H -7.171 -1.125 -0.435
H -6.230 0.376 -0.618
H -4.484 0.967 0.855
H -2.187 1.576 1.401

---

*a* is preferred energetically. Next in line: 0.249 eV higher.